Entry from the Open Molecules 2025 dataset: H2I2P2 in the gas phase (ωB97M-V/def2-TZVPD).

Element x y z (Å)
I (-1.913, 1.600, 1.771)
P (-1.812, -0.502, 0.353)
P (0.242, -0.315, -0.227)
I (2.777, -0.821, 0.431)
H (0.271, -0.954, -1.389)
H (0.435, 0.991, -0.939)

Values from the calculation:
- orbital gap (eV) = 6.11
- E_LUMO (eV) = -2.11
- energy relative to the best compared isomer or geometry (same formula, charge and spin) (kcal per mole) = 37.2
- multiplicity = 1
- SMILES = IP=[PH2]I
- molar mass (g/mol) = 317.8


Entry from the Open Molecules 2025 dataset: C6H13NO in the gas phase (ωB97M-V/def2-TZVPD).

Element x y z (Å)
C (-0.561, 0.851, -2.461)
C (0.253, 0.900, -1.171)
N (-0.200, -0.141, -0.249)
C (-1.443, 0.274, 0.431)
C (0.863, -0.488, 0.763)
C (0.765, -1.969, 1.068)
C (0.855, 0.367, 2.028)
O (1.006, 1.562, 1.983)
H (-0.170, 0.177, -3.226)
H (-0.627, 1.829, -2.942)
H (-1.591, 0.493, -2.383)
H (0.231, 1.871, -0.654)
H (1.292, 0.754, -1.454)
H (-1.286, 1.219, 0.952)
H (-1.752, -0.563, 1.054)
H (-2.206, 0.359, -0.338)
H (1.797, -0.273, 0.244)
H (1.368, -2.276, 1.924)
H (-0.280, -2.233, 1.258)
H (1.020, -2.553, 0.186)
H (0.667, -0.162, 2.987)

Values from the calculation:
- orbital gap (eV) = 9.60
- E_LUMO (eV) = 0.93
- energy relative to the best compared isomer or geometry (same formula, charge and spin) (kcal per mole) = 42.2
- multiplicity = 1
- SMILES = CCN(C)[C@H](C)C=O
- molar mass (g/mol) = 115.2


Entry from the Open Molecules 2025 dataset: a molecular structure, C10H17MgN (ωB97M-V/def2-TZVPD).

Element x y z (Å)
Mg (-1.002, 0.279, -0.736)
C (-3.399, -0.251, -1.047)
H (-3.722, 0.104, -0.058)
H (-3.513, 0.562, -1.778)
H (-4.037, -1.091, -1.356)
H (-2.385, -0.777, -1.059)
H (-0.110, -1.755, -0.547)
C (-1.423, -0.001, 2.219)
N (-0.392, 0.414, 1.282)
C (-0.212, 1.867, 1.249)
C (0.920, -0.273, 1.499)
C (1.551, -0.516, 0.141)
C (2.847, -0.096, -0.177)
C (3.241, -0.098, -1.531)
C (2.323, -0.441, -2.546)
C (1.062, -0.960, -2.223)
C (0.720, -1.082, -0.855)
H (-2.394, 0.340, 1.848)
H (-1.243, 0.429, 3.207)
H (-1.408, -1.090, 2.288)
H (0.372, 2.191, 2.122)
H (0.338, 2.155, 0.341)
H (-1.198, 2.354, 1.258)
H (0.754, -1.232, 1.996)
H (1.541, 0.345, 2.159)
H (3.540, 0.096, 0.661)
H (4.271, 0.194, -1.777)
H (2.589, -0.301, -3.600)
H (0.366, -1.367, -2.980)

Values from the calculation:
- orbital gap (alpha / beta) (eV) = 3.96 / 3.96
- E_LUMO (alpha / beta) (eV) = 0.30 / 0.30
- energy relative to the best compared isomer or geometry (same formula, charge and spin) (kcal per mole) = 8.6
- multiplicity = 1
- molar mass (g/mol) = 175.6


Entry from the Open Molecules 2025 dataset: 3 unconnected molecules or ions with the total composition C28H54ClNO6 (ωB97M-V/def2-TZVPD).

Element x y z (Å)
C (-5.357, -3.193, 0.832)
C (-3.938, -3.747, 0.703)
O (-3.224, -3.552, 1.919)
C (-2.001, -2.869, 1.729)
C (-2.232, -1.366, 1.645)
C (-1.073, -0.504, 2.109)
C (-0.662, -0.490, 3.574)
C (-1.722, -0.393, 4.653)
C (-1.718, -1.470, 5.712)
O (-2.391, -1.347, 6.713)
O (-0.996, -2.640, 5.504)
C (0.175, -2.785, 6.258)
C (1.248, -1.736, 6.196)
O (0.300, -3.779, 6.941)
N (0.387, 0.551, 3.589)
C (1.110, 0.353, 2.375)
O (2.197, 0.852, 2.134)
C (0.283, -0.605, 1.453)
Cl (1.139, -2.199, 1.731)
C (0.382, -0.381, -0.042)
C (-0.486, 0.748, -0.632)
O (0.253, 1.596, -1.474)
C (0.596, 0.995, -2.690)
C (1.193, 2.048, -3.606)
H (-5.565, -3.032, 1.881)
H (-6.068, -3.916, 0.463)
H (-5.463, -2.243, 0.326)
H (-3.439, -3.266, -0.127)
H (-4.014, -4.816, 0.547)
H (-1.519, -3.202, 0.815)
H (-1.371, -3.143, 2.561)
H (-3.114, -1.116, 2.221)
H (-2.455, -1.073, 0.624)
H (-1.399, 0.523, 1.942)
H (-0.094, -1.387, 3.776)
H (-1.630, 0.543, 5.185)
H (-2.695, -0.389, 4.183)
H (2.156, -2.220, 6.502)
H (1.409, -1.317, 5.214)
H (1.007, -0.913, 6.854)
H (0.001, 1.486, 3.599)
H (1.417, -0.140, -0.255)
H (0.170, -1.318, -0.533)
H (-1.260, 0.284, -1.244)
H (-0.986, 1.327, 0.128)
H (-0.270, 0.538, -3.167)
H (1.334, 0.203, -2.567)
H (2.271, 2.035, -3.529)
H (0.965, 1.815, -4.636)
H (0.831, 3.025, -3.326)
C (0.812, -3.537, -5.996)
C (-0.259, -4.188, -5.126)
C (-1.683, -3.812, -5.532)
C (-2.011, -2.322, -5.418)
C (-1.812, -1.728, -4.026)
C (-2.711, -2.355, -2.964)
H (0.782, -2.448, -5.928)
H (1.808, -3.854, -5.684)
H (0.685, -3.815, -7.044)
H (-0.084, -3.933, -4.077)
H (-0.156, -5.274, -5.195)
H (-2.388, -4.389, -4.927)
H (-1.852, -4.125, -6.567)
H (-3.051, -2.170, -5.725)
H (-1.404, -1.759, -6.132)
H (-2.022, -0.655, -4.074)
H (-0.766, -1.820, -3.720)
H (-3.764, -2.233, -3.223)
H (-2.546, -1.878, -1.993)
H (-2.511, -3.420, -2.843)
C (5.067, 7.186, 1.195)
C (4.962, 5.665, 1.261)
C (4.504, 5.030, -0.050)
C (3.106, 5.446, -0.513)
C (1.988, 5.161, 0.487)
C (1.823, 3.675, 0.792)
H (4.101, 7.649, 0.983)
H (5.420, 7.591, 2.144)
H (5.769, 7.495, 0.418)
H (4.290, 5.379, 2.075)
H (5.942, 5.256, 1.519)
H (4.546, 3.942, 0.050)
H (5.220, 5.286, -0.838)
H (2.883, 4.927, -1.451)
H (3.103, 6.513, -0.754)
H (1.050, 5.544, 0.074)
H (2.159, 5.713, 1.416)
H (1.607, 3.115, -0.115)
H (0.996, 3.518, 1.491)
H (2.717, 3.251, 1.249)

Values from the calculation:
- orbital gap (eV) = 10.14
- E_LUMO (eV) = 0.25
- multiplicity = 1
- SMILES = CCOCC[C@H]1[C@H](CC(=O)OC(C)=O)NC(=O)[C@]1(Cl)CCOCC.CCCCCC.CCCCCC
- molar mass (g/mol) = 536.2


Entry from the Open Molecules 2025 dataset: a gas-phase ion, C8H10N3 (charge +1) (ωB97M-V/def2-TZVPD).

Element x y z (Å)
C (-0.307, 2.562, -0.180)
N (-0.520, 1.341, 0.025)
C (-1.509, 0.559, 0.505)
C (-1.851, -0.536, -0.200)
C (-2.907, -1.442, 0.091)
C (0.844, 0.518, -0.015)
N (1.848, 1.114, -0.679)
C (2.900, 0.286, -0.784)
C (2.944, -0.881, -0.089)
C (1.905, -1.270, 0.646)
N (0.811, -0.608, 0.657)
H (-1.089, 3.372, -0.044)
H (0.741, 2.822, -0.441)
H (-1.966, 0.961, 1.417)
H (-1.335, -0.787, -1.147)
H (-3.354, -0.930, 0.983)
H (-3.762, -1.380, -0.659)
H (-2.811, -2.524, 0.270)
H (3.657, 0.648, -1.492)
H (3.781, -1.612, -0.070)
H (1.980, -2.214, 1.206)

Values from the calculation:
- charge = +1
- orbital gap (eV) = 8.81
- E_LUMO (eV) = -4.71
- energy relative to the best compared isomer or geometry (same formula, charge and spin) (kcal per mole) = 38.0
- multiplicity = 1
- SMILES = C=[N+](/C=C/C)c1ncccn1
- molar mass (g/mol) = 148.2


Entry from the Open Molecules 2025 dataset: 2 unconnected molecules or ions with the total composition C20H42BrF2N6O13P4S (ωB97M-V/def2-TZVPD).

Element x y z (Å)
N (-2.703, -3.615, 4.285)
P (-3.101, -2.400, 3.384)
O (-2.398, -2.659, 1.867)
O (-4.743, -2.191, 3.176)
C (-2.288, -0.768, 4.008)
O (-3.116, 0.264, 3.498)
O (-0.974, -0.873, 3.539)
C (-0.159, 0.283, 3.408)
P (-0.387, 1.719, 4.591)
O (0.211, 1.582, 5.957)
P (-0.568, 1.006, 1.651)
O (0.819, 1.603, 0.938)
Br (-1.846, 2.898, 1.868)
C (1.352, -0.279, 3.383)
F (2.154, 0.881, 3.350)
C (1.551, -0.949, 4.825)
C (2.710, -0.303, 5.661)
O (2.637, -0.892, 6.970)
O (1.402, -1.149, 2.306)
C (2.638, -1.632, 1.801)
C (3.925, -1.577, 2.686)
C (4.134, -2.658, 3.784)
O (5.080, -2.541, 4.476)
F (3.323, -3.731, 4.038)
C (2.981, -0.770, 0.491)
C (2.068, -0.997, -0.767)
N (0.758, -1.601, -0.584)
N (2.780, -1.854, -1.771)
N (1.839, 0.313, -1.490)
N (2.386, -3.082, 1.462)
C (3.273, -3.602, 0.816)
S (4.495, -4.113, -0.090)
P (-2.557, -0.810, 5.875)
O (-2.730, 0.525, 6.494)
O (-4.031, -1.591, 6.051)
O (-1.484, -1.784, 6.645)
H (-2.159, -4.277, 3.718)
H (-2.909, -3.384, 1.457)
H (-4.947, -2.548, 2.292)
H (-3.200, 0.101, 2.536)
H (0.252, 2.840, 3.956)
H (-1.753, 2.097, 4.738)
H (0.965, 2.504, 1.291)
H (1.668, -2.044, 4.639)
H (0.640, -0.845, 5.464)
H (3.735, -0.465, 5.250)
H (2.584, 0.805, 5.779)
H (2.664, -0.200, 7.647)
H (4.806, -1.688, 1.995)
H (4.125, -0.593, 3.186)
H (4.044, -0.953, 0.167)
H (2.984, 0.294, 0.853)
H (0.773, -2.612, -0.487)
H (0.162, -1.137, 0.095)
H (3.687, -1.405, -1.926)
H (2.205, -1.792, -2.615)
H (0.851, 0.345, -1.760)
H (2.390, 0.348, -2.345)
H (-4.631, -1.049, 5.495)
H (-1.512, -1.453, 7.570)
C (-3.080, 1.780, -4.647)
C (-1.618, 2.285, -4.568)
C (-1.499, 3.622, -5.330)
C (-1.564, 3.455, -6.848)
C (-0.541, 2.431, -7.337)
C (-0.601, 1.081, -6.593)
N (-0.667, 1.256, -5.106)
O (0.456, 1.533, -4.707)
C (-1.815, 0.255, -7.075)
C (0.607, 0.225, -7.032)
C (-1.403, 2.533, -3.062)
H (-3.707, 2.281, -3.909)
H (-3.558, 1.974, -5.606)
H (-3.148, 0.709, -4.440)
H (-0.554, 4.115, -5.074)
H (-2.292, 4.300, -5.008)
H (-2.569, 3.159, -7.162)
H (-1.371, 4.417, -7.327)
H (-0.677, 2.267, -8.407)
H (0.458, 2.869, -7.222)
H (-1.935, -0.655, -6.481)
H (-1.685, -0.052, -8.112)
H (-2.755, 0.802, -7.050)
H (1.560, 0.734, -6.873)
H (0.550, 0.007, -8.098)
H (0.633, -0.727, -6.498)
H (-1.520, 1.605, -2.495)
H (-2.136, 3.244, -2.679)
H (-0.423, 2.952, -2.831)

Values from the calculation:
- charge = +1
- orbital gap (eV) = 3.38
- E_LUMO (eV) = -7.44
- multiplicity = 1
- molar mass (g/mol) = 848.4